Below is C46H53Cl3N5OS3Si2W as an isolated structure, with properties calculated with ωB97M-V with the def2-TZVPD basis set.

Cartesian coordinates (Å):
W (0.6142, 0.4340, -0.2493)
C (-2.7621, -0.0675, 1.5739)
Si (-2.6186, 1.4821, 0.5374)
C (-3.9945, 1.5837, -0.7239)
C (-2.4881, 3.0127, 1.5883)
C (-0.9732, 1.4171, -0.4451)
C (-0.4350, 2.5476, -1.2487)
C (-1.0628, 3.5472, -1.9594)
C (-0.2521, 4.5147, -2.5558)
C (1.1273, 4.4456, -2.4370)
C (1.6907, 3.3778, -1.7513)
N (0.9150, 2.4581, -1.1910)
Si (1.8214, 0.0507, -2.5555)
C (3.4895, 0.8918, -2.6775)
C (0.6580, 0.6483, -3.8770)
C (2.1529, -1.7867, -2.6452)
H (-3.3683, 0.1500, 2.4555)
H (-1.8052, -0.4486, 1.9370)
H (-3.2611, -0.8764, 1.0361)
H (-4.9461, 1.3499, -0.2389)
H (-3.8813, 0.8846, -1.5561)
H (-4.0938, 2.5827, -1.1520)
H (-3.3634, 3.0923, 2.2371)
H (-2.4473, 3.9214, 0.9855)
H (-1.6047, 2.9886, 2.2298)
H (-2.1404, 3.5900, -2.0284)
H (-0.7066, 5.3340, -3.0973)
H (1.7654, 5.2071, -2.8609)
H (2.7592, 3.2748, -1.6258)
H (3.4498, 1.9325, -2.9861)
H (4.0145, 0.3555, -3.4742)
H (4.1031, 0.7972, -1.7804)
H (0.6222, 1.7374, -3.9386)
H (-0.3527, 0.2730, -3.7209)
H (1.0078, 0.2699, -4.8422)
H (2.5966, -2.2163, -1.7456)
H (2.8886, -1.9177, -3.4447)
H (1.2707, -2.3633, -2.9197)
S (0.9501, -1.1367, 1.6629)
C (2.2070, -0.5808, 2.6667)
N (2.7387, -1.3430, 3.5764)
C (3.8695, -0.8533, 4.3840)
C (3.6804, 0.6039, 4.6900)
N (3.4395, 1.3458, 3.4367)
C (3.9668, 2.7453, 3.4155)
C (3.5186, 3.4790, 4.6462)
C (4.4413, 3.8525, 5.6157)
C (4.0169, 4.5293, 6.7515)
C (2.6728, 4.8247, 6.9186)
C (1.7476, 4.4543, 5.9488)
C (2.1695, 3.7860, 4.8122)
C (2.7382, 0.8131, 2.4866)
S (2.3504, 1.6479, 1.0364)
C (2.2636, -2.7335, 3.8325)
C (0.9807, -2.7378, 4.6248)
C (-0.1622, -3.3146, 4.0859)
C (-1.3389, -3.3490, 4.8217)
C (-1.3783, -2.7972, 6.0925)
C (-0.2373, -2.2208, 6.6371)
C (0.9398, -2.1975, 5.9083)
H (4.7918, -1.0516, 3.8315)
H (3.8956, -1.4270, 5.3066)
H (4.5663, 1.0254, 5.1592)
H (2.8306, 0.7835, 5.3524)
H (3.6160, 3.2087, 2.4977)
H (5.0532, 2.6504, 3.3681)
H (5.4950, 3.6365, 5.4793)
H (4.7366, 4.8306, 7.5001)
H (2.3439, 5.3561, 7.8012)
H (0.7026, 4.7016, 6.0774)
H (1.4503, 3.5197, 4.0434)
H (3.0819, -3.2280, 4.3538)
H (2.1333, -3.2166, 2.8637)
H (-0.1297, -3.7586, 3.0976)
H (-2.2209, -3.8185, 4.4077)
H (-2.2919, -2.8323, 6.6701)
H (-0.2616, -1.8134, 7.6385)
H (1.8326, -1.7846, 6.3660)
Cl (-5.0396, 3.1475, -4.3489)
C (-4.5886, 1.4836, -4.2443)
C (-3.3061, 1.0960, -4.5974)
C (-2.9387, -0.2329, -4.4536)
C (-3.8168, -1.1815, -3.9452)
C (-3.3561, -2.6126, -3.7301)
C (-3.3176, -2.9814, -2.2289)
N (-2.0521, -2.5648, -1.6121)
C (-1.0632, -3.4267, -1.1863)
C (-0.0682, -2.6648, -0.6925)
N (-0.4186, -1.3183, -0.8181)
C (-1.6415, -1.3308, -1.3940)
O (-2.0575, -2.7812, -4.2411)
C (-1.9076, -3.8009, -5.2471)
C (-0.5022, -3.7400, -5.7355)
C (0.5367, -4.4519, -5.2133)
Cl (0.4520, -5.5895, -3.9227)
S (2.0293, -4.1416, -5.9880)
C (1.2765, -3.0257, -7.0497)
C (-0.0561, -2.9124, -6.8083)
C (-5.1214, -0.7665, -3.6626)
Cl (-6.3229, -1.9219, -3.1686)
C (-5.5175, 0.5533, -3.8034)
H (-2.6141, 1.8242, -4.9978)
H (-1.9584, -0.5628, -4.7665)
H (-4.0658, -3.2931, -4.2106)
H (-3.3858, -4.0575, -2.0800)
H (-4.1318, -2.5165, -1.6803)
H (-1.1634, -4.4928, -1.2845)
H (0.8777, -2.9783, -0.2939)
H (-2.2165, -0.4563, -1.6396)
H (-2.6078, -3.6120, -6.0648)
H (-2.1311, -4.7811, -4.8158)
H (1.8554, -2.5461, -7.8222)
H (-0.7179, -2.2863, -7.3902)
H (-6.5326, 0.8483, -3.5789)

## Properties
highest occupied orbital energy = -14.38 eV
total charge = +3
LUMO energy = -9.56 eV
frontier orbital gap = 4.8 eV
DFT total energy = -145692.8246 eV
ΔE to the lowest compared entry with this formula, charge and spin = 24.4 kcal per mole